The following is a DFT calculation (ωB97M-V with the def2-TZVPD basis set) of C45H78N7P2SiTi as an isolated structure in a non-equilibrium geometry.

Summary:
**Gap between HOMO and LUMO (spin up / spin down)**: 6.19 / 6.67 eV
**⟨S²⟩**: 2.01
**Max |F|**: 1.164 eV/Å
**Charge**: +1
**2S+1**: 3
**HOMO energy (spin up / spin down)**: -8.33 / -8.81 eV

The geometry in XYZ format:
```
134
Properties=species:S:1:pos:R:3:forces:R:3:mulliken_charge:R:1
Ti 1.142 0.024 -0.284 -0.6 -1.0 0.0 -2.068
C 2.339 3.677 1.124 -0.1 -0.1 -0.1 -1.869
Si 1.042 2.423 0.487 0.1 0.7 0.3 1.273
C 0.487 3.197 -1.196 -0.1 0.0 0.0 0.131
C 1.165 4.301 -1.726 0.0 0.0 0.0 -0.246
C 1.025 4.690 -3.054 0.0 0.0 0.0 -1.084
C 0.165 3.993 -3.888 0.0 0.0 0.0 -1.242
C -0.541 2.906 -3.384 0.0 0.0 0.0 -0.699
C -0.375 2.486 -2.065 0.0 0.1 -0.1 1.378
P -1.269 1.044 -1.345 -0.1 0.6 -0.7 -0.468
C -1.269 -0.369 -2.597 0.0 0.1 0.1 2.106
C -2.244 -1.451 -2.090 -0.1 0.1 0.0 -0.773
C -3.625 -1.386 -2.742 0.1 -0.1 -0.1 -0.501
C -3.517 -1.470 -4.261 0.0 0.1 0.0 -1.111
C -2.674 -0.315 -4.788 0.1 -0.1 0.0 -0.788
C -1.295 -0.299 -4.133 0.0 0.1 0.0 -0.873
C -2.989 1.793 -1.206 0.1 -0.3 0.3 0.880
C -2.991 2.746 0.008 0.0 0.0 -0.1 0.545
C -4.126 3.777 -0.049 -0.1 -0.1 0.0 -1.174
C -5.364 3.174 -0.703 0.1 0.1 0.0 -0.893
C -5.064 2.806 -2.167 0.0 0.0 0.0 -0.883
C -3.569 2.537 -2.404 0.0 -0.1 0.0 -0.501
C -0.333 2.505 1.822 0.0 0.0 -0.1 0.867
C -0.804 3.739 2.278 0.0 0.0 0.0 -0.223
C -1.824 3.837 3.209 0.0 0.0 0.0 -1.140
C -2.405 2.679 3.703 0.0 0.0 0.0 -1.241
C -1.932 1.441 3.294 0.0 0.0 0.0 -0.676
C -0.889 1.330 2.369 -0.1 0.1 0.1 0.782
P -0.021 -0.255 1.992 -0.3 -0.1 0.6 1.212
C 1.021 -0.416 3.547 -0.1 0.0 -0.2 -0.286
C 0.239 -0.520 4.867 0.1 0.0 0.0 -0.258
C 1.199 -0.303 6.038 0.0 0.1 0.0 -1.114
C 1.677 1.158 6.081 0.0 0.0 -0.1 -0.978
C 1.694 1.773 4.674 0.0 0.0 0.0 -0.578
C 2.071 0.716 3.637 -0.1 0.0 0.0 0.897
C -1.113 -1.786 2.191 0.0 0.2 -0.2 0.188
C -2.626 -1.628 2.016 0.1 -0.1 0.0 0.280
C -3.338 -2.983 2.036 0.0 0.0 -0.1 -1.333
C -2.783 -3.943 0.991 0.1 0.0 0.1 -0.214
C -1.287 -4.145 1.213 0.0 0.1 0.0 -1.427
C -0.553 -2.806 1.181 0.0 -0.1 0.2 1.040
H 1.935 4.693 1.174 0.0 0.0 0.0 0.442
H 3.222 3.703 0.481 0.0 0.0 0.0 0.434
H 2.670 3.414 2.131 0.0 0.0 0.0 0.285
H 1.830 4.871 -1.090 0.0 0.0 0.0 0.421
H 1.572 5.546 -3.429 0.0 0.0 0.0 0.439
H 0.027 4.298 -4.918 0.0 0.0 0.0 0.422
H -1.237 2.399 -4.037 0.0 0.0 0.0 0.397
H -0.270 -0.740 -2.355 0.0 -0.1 -0.1 -1.044
H -2.342 -1.375 -1.003 0.0 -0.1 0.0 -0.766
H -1.813 -2.438 -2.301 0.0 0.0 0.0 0.858
H -4.124 -0.451 -2.476 0.0 0.0 0.0 -0.178
H -4.242 -2.203 -2.358 0.0 0.0 0.0 0.536
H -4.508 -1.452 -4.716 0.0 0.0 0.0 0.544
H -3.051 -2.422 -4.540 0.0 0.0 0.0 0.327
H -3.200 0.621 -4.604 0.0 0.1 0.0 0.072
H -2.551 -0.397 -5.871 0.0 0.0 0.0 0.489
H -0.704 0.544 -4.497 0.0 -0.1 0.0 0.230
H -0.773 -1.204 -4.476 0.0 0.0 0.0 0.318
H -3.642 0.942 -0.985 0.0 0.0 0.0 0.938
H -2.042 3.277 0.049 0.0 0.0 0.0 -0.369
H -3.069 2.159 0.925 0.0 0.0 0.0 -0.103
H -3.813 4.658 -0.616 0.0 0.0 0.0 0.422
H -4.348 4.116 0.964 0.0 0.0 0.0 0.553
H -6.203 3.868 -0.657 0.0 0.0 0.0 0.533
H -5.658 2.282 -0.141 0.0 0.0 0.0 0.335
H -5.378 3.616 -2.829 0.0 0.0 0.0 0.491
H -5.644 1.924 -2.451 0.0 0.0 0.0 0.302
H -3.036 3.480 -2.528 0.1 0.0 0.0 0.440
H -3.453 1.981 -3.331 0.1 0.0 -0.1 -0.579
H -0.367 4.648 1.877 0.0 0.0 0.0 0.315
H -2.170 4.808 3.543 0.0 0.0 0.0 0.400
H -3.211 2.735 4.423 0.0 0.0 0.0 0.451
H -2.381 0.561 3.725 0.0 -0.1 0.1 0.214
H 1.547 -1.362 3.386 0.0 0.0 0.0 0.970
H -0.243 -1.493 4.963 0.0 0.0 0.0 0.499
H -0.543 0.239 4.915 0.0 0.0 0.0 0.134
H 2.056 -0.974 5.917 0.0 0.0 0.0 0.334
H 0.720 -0.575 6.980 0.0 0.0 0.0 0.477
H 2.676 1.202 6.521 0.0 0.0 0.0 0.343
H 1.023 1.749 6.725 0.0 0.0 0.0 0.465
H 2.404 2.601 4.632 0.0 0.0 0.0 0.573
H 0.714 2.192 4.435 0.0 0.0 0.0 -0.123
H 3.036 0.291 3.930 0.0 0.0 -0.1 0.048
H 2.206 1.182 2.658 0.1 0.0 0.0 -0.930
H -0.920 -2.187 3.188 -0.1 0.0 0.1 0.735
H -2.844 -1.103 1.079 0.0 0.0 0.0 -0.318
H -3.039 -1.028 2.821 0.0 0.1 0.0 0.170
H -4.410 -2.836 1.886 0.0 0.0 0.0 0.509
H -3.212 -3.431 3.028 0.0 0.0 0.0 0.346
H -2.950 -3.532 -0.011 0.0 0.0 0.0 -0.132
H -3.305 -4.900 1.044 0.0 0.0 -0.1 0.462
H -0.876 -4.815 0.453 0.0 0.0 0.0 0.374
H -1.128 -4.626 2.184 0.0 0.0 0.0 0.376
H -0.620 -2.376 0.177 0.0 0.0 0.0 -0.972
H 0.510 -2.958 1.404 0.0 0.0 -0.1 0.089
C 2.223 -4.585 -2.290 -0.1 0.0 0.0 -1.089
N 2.108 -3.426 -3.161 0.1 0.1 -0.1 0.255
C 2.265 -3.654 -4.591 0.0 0.0 0.0 -1.232
C 1.865 -2.191 -2.645 -0.2 -0.1 0.0 -0.051
N 1.478 -1.954 -1.434 0.0 0.0 0.2 0.214
N 2.023 -1.150 -3.549 0.0 0.0 0.1 0.284
C 2.138 0.200 -3.258 0.1 0.1 0.0 0.091
N 2.331 0.981 -4.364 0.0 0.0 0.0 -0.531
N 2.127 0.648 -2.055 0.2 0.2 -0.9 0.377
H 2.997 -5.243 -2.681 0.0 0.0 0.0 0.469
H 1.287 -5.146 -2.225 0.0 0.0 0.0 0.326
H 2.526 -4.280 -1.290 0.1 0.0 0.0 0.252
H 2.193 -4.721 -4.778 0.0 0.0 0.0 0.410
H 3.236 -3.314 -4.964 0.0 0.0 0.0 0.337
H 1.463 -3.179 -5.162 0.0 0.0 0.0 0.412
H 1.289 -2.811 -0.930 0.0 0.0 -0.1 -0.546
H 2.199 -1.400 -4.505 0.1 0.0 0.0 0.321
H 1.992 0.642 -5.251 0.0 0.0 0.0 0.241
H 2.159 1.969 -4.227 0.0 0.0 0.0 0.197
H 2.255 1.657 -2.048 -0.1 0.0 -0.1 -0.123
C 5.413 -0.917 2.215 -0.1 0.0 0.0 -1.699
C 4.608 -2.040 1.571 0.1 -0.1 -0.1 1.306
C 5.307 -2.527 0.296 0.0 0.0 0.1 -1.548
C 4.451 -3.196 2.552 0.0 0.0 0.0 -1.685
N 3.226 -1.578 1.296 0.3 0.0 0.1 0.768
N 3.115 -0.424 0.465 0.7 -0.2 0.4 -0.050
H 6.402 -1.284 2.487 0.0 0.0 0.0 0.520
H 4.916 -0.562 3.118 0.0 0.0 0.0 0.323
H 5.556 -0.073 1.536 0.0 0.0 0.0 0.290
H 6.338 -2.809 0.507 0.0 0.0 0.0 0.510
H 5.334 -1.752 -0.475 0.0 0.0 0.0 0.301
H 4.796 -3.405 -0.110 0.0 0.0 0.0 0.277
H 5.424 -3.608 2.821 0.0 0.0 0.0 0.458
H 3.857 -4.003 2.113 0.0 0.0 0.0 0.335
H 3.951 -2.858 3.459 0.0 0.0 0.0 0.263
H 2.748 -2.326 0.803 -0.1 0.0 0.0 -0.399
H 3.744 -0.471 -0.337 0.0 0.1 0.0 0.297
H 3.380 0.390 1.014 0.0 0.0 0.0 0.184
```
Forces are in eV/Å.